(1)
22
Properties=species:S:1:pos:R:3:forces:R:3 method="wB97M-V/def2-TZVPD" relative_energy_kj_mol=212.5 homo_energy_ev="-8.505 / -8.500" total_energy_ha=-1407.31020 e_lumo_ev="-0.60 / -0.60" largest_force_ha_per_bohr=0.09952
C 4.1819 0.7248 0.1529 3.0 2.4 1.4
C -1.4956 1.3505 0.0467 -1.3 -2.2 -0.6
C -2.8433 1.2404 0.3780 0.8 -2.5 -1.9
C -1.8135 -0.7061 -1.1422 4.9 0.2 -1.3
C -0.9265 0.3179 -0.7209 -1.2 -0.6 0.5
C -3.5425 0.1072 -0.1329 0.3 2.9 0.6
C 1.3162 -1.2153 1.6222 -1.3 2.5 -0.4
C 0.5288 0.1026 -0.9766 0.5 -0.6 -1.4
N 4.9836 1.5287 0.4455 -1.3 -1.5 -0.1
N -3.0459 -0.7969 -0.9380 -4.6 -0.1 1.6
N 3.3160 0.0425 -0.5984 -1.7 -1.4 -2.2
O 3.3773 -1.2002 -0.7363 0.6 -0.2 0.2
S 1.5562 0.5149 0.3703 0.3 0.0 3.8
Cl -5.2041 0.1929 0.2481 -1.0 -0.8 -0.1
H -0.9740 2.1208 0.4926 1.4 1.6 0.5
H -3.3752 1.9364 0.9446 -0.5 1.0 0.9
H -1.4584 -1.5385 -1.7338 0.8 0.0 -0.2
H 0.9514 -0.9771 2.6949 0.4 0.1 -2.2
H 2.1975 -1.8255 1.6842 0.6 0.1 -0.6
H 0.5631 -1.5396 0.9032 -0.1 -0.8 0.9
H 0.7905 -0.9548 -1.0774 -0.5 -0.2 -0.6
H 0.9164 0.5742 -1.9267 -0.2 -0.1 1.2

(2)
104
Properties=species:S:1:pos:R:3:forces:R:3 method="wB97M-V/def2-TZVPD" homo_energy_ev="-7.856 / -9.148" spin_multiplicity=3 s2=2.008 total_energy_ha=-4456.82324 e_lumo_ev="0.66 / 0.25" largest_force_ha_per_bohr=0.06027
C 1.8056 -0.0767 2.2031 0.0 -0.6 -0.6
C 3.0393 0.5207 1.5039 -1.2 0.3 -1.3
C 3.0863 2.0628 1.5348 0.5 -1.5 -1.5
C 3.6191 2.6570 0.2243 -0.4 0.1 0.4
C 2.5561 2.9881 -0.8408 0.1 0.0 0.2
C 1.2025 2.3044 -0.6848 -0.1 0.1 -0.5
C 0.4130 2.1871 -1.9990 0.0 0.0 1.0
C -1.0640 1.8900 -1.6813 0.2 0.3 -0.8
C -1.7521 0.8434 -2.5668 0.4 -0.2 0.2
C -2.2906 -0.4206 -1.8740 -0.3 0.4 -0.1
C -2.7739 -0.2923 -0.4405 -0.3 -0.2 0.1
C -4.0439 0.5681 -0.2327 0.5 0.0 0.5
Si -3.7550 2.2038 0.6513 -0.2 0.0 -0.7
C -4.3301 2.1717 2.4666 0.4 0.4 0.3
C -3.5100 3.2148 3.1278 -0.2 3.0 -0.1
O -3.7011 4.4175 3.1259 0.4 -3.0 0.1
Br -1.8309 2.5190 3.9209 -0.2 0.1 -0.1
H 2.1049 -0.8869 2.8582 -0.2 -0.1 0.3
H 1.2560 0.6667 2.7667 -0.2 0.0 0.2
H 1.1216 -0.5178 1.4883 -0.2 0.0 -0.3
H 3.9554 0.0987 1.8926 0.3 -0.1 0.0
H 2.9721 0.2399 0.4581 0.2 -0.3 -0.3
H 2.1217 2.4655 1.8107 -0.1 0.1 -0.2
H 3.8003 2.3367 2.3049 -0.5 -0.5 -0.8
H 4.3772 1.9854 -0.1641 0.1 -0.2 -0.2
H 4.1431 3.5739 0.4720 0.2 0.3 0.0
H 2.9460 2.8172 -1.8392 0.2 -0.2 -0.2
H 2.3790 4.0572 -0.7846 -0.1 0.3 -0.1
H 1.2731 1.3132 -0.2505 0.1 -0.2 0.1
H 0.5946 2.9014 -0.0123 -0.1 0.0 0.3
H 0.8493 1.3971 -2.6005 0.1 -0.1 -0.3
H 0.5138 3.1409 -2.5038 0.0 0.1 -0.5
H -1.5980 2.8260 -1.8175 -0.2 0.2 0.2
H -1.1207 1.6648 -0.6284 -0.1 -0.3 0.2
H -1.0245 0.5102 -3.3004 0.1 -0.1 -0.3
H -2.5338 1.3106 -3.1531 -0.3 0.1 0.0
H -1.5572 -1.2191 -1.9221 0.3 -0.1 0.1
H -3.1401 -0.7699 -2.4544 -0.1 -0.3 -0.2
H -1.9779 0.0378 0.2200 0.3 0.1 0.1
H -3.0057 -1.2984 -0.1070 0.0 -0.3 0.1
H -4.7074 0.0013 0.4158 -0.3 -0.1 0.1
H -4.5923 0.7058 -1.1572 0.0 0.1 -0.3
H -4.5223 3.2689 -0.0348 0.0 0.1 0.2
H -2.3404 2.6090 0.6654 0.0 0.0 0.2
H -5.3629 2.4880 2.5305 -0.3 0.0 0.0
H -4.1642 1.2203 2.9512 -0.1 -0.3 -0.1
C 3.1369 2.2605 6.4878 0.2 0.1 0.1
C 3.1931 2.2789 4.9462 -0.5 0.0 1.3
C 3.3107 0.8507 4.4194 0.5 0.0 -0.1
C 4.6797 0.2299 4.6990 0.0 0.2 0.1
C 5.8097 1.1194 4.1776 -0.3 -0.3 -0.2
C 5.7150 2.5806 4.6223 0.7 0.1 0.9
N 4.3292 3.1049 4.4372 0.3 -0.9 -0.6
O 4.1328 3.4362 3.2042 0.6 2.6 1.6
C 6.1626 2.7349 6.0875 -0.2 -0.1 0.1
C 6.6864 3.4183 3.7989 -0.1 0.1 -0.3
C 1.8824 2.9077 4.4963 -0.1 0.3 -0.4
H 2.1349 1.9815 6.8115 -0.1 0.0 -0.1
H 3.8117 1.5418 6.9468 0.0 0.0 -0.1
H 3.3512 3.2470 6.8998 0.0 0.0 0.0
H 3.1318 0.8448 3.3388 0.4 0.3 1.6
H 2.5246 0.2392 4.8673 0.0 0.1 0.1
H 4.8093 0.0434 5.7683 0.0 0.0 0.0
H 4.7387 -0.7473 4.2160 0.0 0.0 0.0
H 6.7742 0.7186 4.4961 0.1 0.1 0.0
H 5.8048 1.0800 3.0837 0.0 0.1 0.0
H 5.9861 3.7538 6.4337 0.0 0.0 0.0
H 7.2310 2.5366 6.1705 0.0 0.0 -0.1
H 5.6693 2.0516 6.7737 0.0 0.0 0.0
H 6.5401 3.2835 2.7294 -0.1 0.0 0.0
H 7.7070 3.1184 4.0337 0.0 -0.1 0.1
H 6.5800 4.4796 4.0261 0.0 0.0 0.0
H 1.7700 3.9115 4.9090 0.0 0.0 0.0
H 1.0489 2.3026 4.8515 0.0 -0.1 0.1
H 1.7975 2.9757 3.4136 0.0 0.1 0.4
C -2.9116 -6.3511 -4.4982 0.1 0.1 -0.1
C -4.0290 -5.3600 -4.1128 0.7 -1.0 0.2
C -5.2500 -5.5901 -4.9997 -0.3 0.2 -0.3
C -5.0226 -5.1438 -6.4439 0.1 0.0 0.0
C -4.5451 -3.6926 -6.5078 -0.4 -0.2 0.1
C -3.3588 -3.3815 -5.5933 1.1 0.1 -0.7
N -3.5781 -3.9394 -4.2246 -1.6 0.4 -0.3
O -4.3499 -3.1629 -3.5403 0.5 0.0 0.3
C -2.0488 -3.9217 -6.1959 0.0 -0.2 0.0
C -3.1814 -1.8700 -5.4986 -0.2 0.2 0.2
C -4.3573 -5.6605 -2.6558 -0.2 0.2 0.2
H -3.1279 -7.3283 -4.0682 -0.1 0.0 0.1
H -2.8113 -6.5102 -5.5690 0.0 0.1 0.0
H -1.9472 -6.0269 -4.1058 0.0 0.0 0.0
H -6.1061 -5.0450 -4.5901 0.1 0.1 0.1
H -5.5146 -6.6491 -4.9741 0.1 0.0 0.1
H -4.3048 -5.7997 -6.9433 0.0 0.0 0.0
H -5.9548 -5.2408 -7.0031 0.0 0.0 0.0
H -4.2724 -3.4367 -7.5335 0.1 0.1 0.0
H -5.3818 -3.0404 -6.2389 0.1 0.0 0.1
H -1.2263 -3.7985 -5.4906 0.0 0.0 0.0
H -1.7989 -3.3630 -7.0975 -0.1 0.1 0.0
H -2.0950 -4.9680 -6.4863 0.0 0.0 0.0
H -4.0988 -1.3667 -5.1996 0.0 -0.1 0.1
H -2.8939 -1.4805 -6.4743 0.0 -0.1 -0.1
H -2.4007 -1.6095 -4.7821 0.0 0.0 0.0
H -3.4714 -5.5430 -2.0297 0.0 0.0 0.0
H -4.7011 -6.6908 -2.5697 0.1 -0.1 -0.1
H -5.1403 -5.0164 -2.2620 0.1 0.1 -0.1

(3)
52
Properties=species:S:1:pos:R:3:forces:R:3 method="wB97M-V/def2-TZVPD" relative_energy_kj_mol=118.9 homo_energy_ev="-3.802 / -4.008" spin_multiplicity=2 total_charge=-1 s2=0.759 total_energy_ha=-2335.01619 e_lumo_ev="2.77 / 2.77" largest_force_ha_per_bohr=0.01724
Ru 0.6428 0.3871 0.1293 -0.1 0.5 -0.7
O -0.1991 -1.0718 5.1354 0.0 -0.1 -0.1
C -0.1708 -0.0509 4.2498 0.0 0.1 0.0
O 0.8301 0.5607 4.0062 0.0 0.0 -0.1
C -1.5520 0.2393 3.6727 -0.2 0.0 -0.1
O -1.7413 -0.2163 2.3596 0.2 0.0 0.0
C -1.6959 -1.6287 2.2251 -0.1 -0.1 0.2
C -0.3222 -2.2615 1.9627 -0.1 -0.3 -0.4
O -0.2009 -3.4350 2.3273 0.1 0.1 0.1
O 0.5396 -1.6029 1.2977 0.2 0.5 0.5
H 0.7241 -1.2414 5.3772 0.0 0.0 0.0
H -2.3006 -0.2014 4.3421 0.0 0.0 0.0
H -1.6658 1.3227 3.6424 0.0 0.0 0.0
H -2.1356 -2.1084 3.1055 0.0 0.0 0.0
H -2.3067 -1.8692 1.3539 0.0 -0.1 0.1
S 1.7469 2.3346 0.4954 -0.1 -0.1 0.3
C 2.0657 3.0365 -1.0819 0.1 -0.1 -0.1
C 2.7636 4.2387 -1.1944 0.0 0.0 0.0
C 2.9754 4.8227 -2.4333 0.0 0.0 0.0
C 2.4867 4.2056 -3.5811 0.0 0.0 0.0
C 1.7940 3.0097 -3.4787 0.0 0.0 0.0
C 1.5800 2.4146 -2.2352 0.1 -0.1 0.1
S 0.7075 0.9018 -2.0987 -0.1 0.3 -0.2
H 3.1375 4.7141 -0.2948 0.0 0.0 0.0
H 3.5201 5.7568 -2.5038 0.0 0.0 0.0
H 2.6420 4.6580 -4.5534 0.0 0.0 0.0
H 1.4055 2.5236 -4.3666 0.0 0.0 0.0
C 3.0678 -3.8133 0.6464 -0.1 0.1 0.0
N 2.6880 -3.0009 -0.5150 -0.2 -0.2 0.1
C 1.7968 -3.6385 -1.4959 0.0 0.1 0.0
C 2.5212 -1.7196 -0.3447 0.6 0.4 0.0
N 2.5093 -0.5538 -0.2974 -0.6 -0.5 0.2
H 3.4989 -4.7411 0.2684 0.0 0.0 0.0
H 2.2001 -4.0198 1.2754 -0.1 0.0 0.0
H 3.8247 -3.2788 1.2174 -0.1 0.0 0.0
H 2.2589 -4.5726 -1.8140 0.0 0.0 0.0
H 1.6839 -2.9770 -2.3524 0.0 0.0 0.0
H 0.8123 -3.8158 -1.0607 0.0 0.0 0.0
C -3.6518 2.3903 -0.6322 0.0 0.0 0.0
N -3.1520 1.0427 -0.8258 0.0 0.0 0.0
C -3.8766 0.0484 -1.4296 0.0 0.0 0.0
C -3.3758 -1.1821 -1.6070 0.0 0.0 0.0
C -2.0032 -1.4901 -1.1769 0.0 0.0 -0.2
O -1.5065 -2.6001 -1.3304 0.0 0.0 0.0
N -1.3317 -0.4452 -0.5997 0.0 -0.1 0.1
C -1.8816 0.7471 -0.3960 -0.1 -0.2 0.1
O -1.1932 1.6099 0.2004 0.2 -0.3 0.1
H -4.6116 2.4803 -1.1378 0.0 0.0 0.0
H -2.9474 3.1090 -1.0483 0.0 0.0 0.0
H -3.7750 2.6093 0.4287 0.0 0.0 0.0
H -4.8719 0.3306 -1.7485 0.0 0.0 0.0
H -3.9540 -1.9578 -2.0849 0.0 0.0 0.0

(4)
17
Properties=species:S:1:pos:R:3:forces:R:3 method="wB97M-V/def2-TZVPD" relative_energy_kj_mol=167.9 homo_energy_ev=-8.419 total_energy_ha=-890.31554 e_lumo_ev=0.55 largest_force_ha_per_bohr=0.06440
C 0.9038 -2.4505 0.1511 -2.4 0.2 0.7
C 1.1742 -0.2788 -0.0123 0.4 0.0 -1.3
C -0.1770 -0.2823 -0.0098 -1.9 -0.8 1.3
C 2.1209 0.9015 -0.0522 -2.2 -0.2 1.9
C -1.0690 0.9161 -0.0802 0.2 2.3 1.6
C -3.0229 -0.4023 0.1615 0.2 -0.3 -0.2
N 1.7574 -1.5376 0.0227 0.9 1.3 0.2
N -2.5334 0.7207 -0.2258 2.7 -1.8 0.6
O 3.3272 0.4273 -0.0255 1.5 -1.1 -0.7
O 1.8363 2.0602 0.1738 -0.2 -0.3 -0.8
S -0.8548 -1.9100 0.2302 2.8 0.4 -0.3
H 1.2303 -3.3974 0.4988 -0.1 -1.2 -0.4
H -0.9663 1.6819 0.7976 0.3 -1.6 -1.3
H -0.6187 1.4145 -0.9156 -0.5 0.9 -0.7
H -4.0248 -0.4242 -0.1991 -1.5 -0.1 0.1
H -3.0316 1.4417 -0.6577 -0.8 1.4 -1.0
H 3.9483 1.1192 0.1425 0.7 1.1 0.1

(5)
44
Properties=species:S:1:pos:R:3:forces:R:3 method="wB97M-V/def2-TZVPD" relative_energy_kj_mol=22.3 homo_energy_ev="-11.460 / -11.684" spin_multiplicity=3 total_charge=+1 s2=2.017 total_energy_ha=-2035.86875 e_lumo_ev="-4.27 / -4.12" largest_force_ha_per_bohr=0.01087
W 0.1436 -0.2219 0.1087 -0.2 -0.3 0.4
N -1.6547 -1.1760 -0.7664 0.0 -0.1 -0.1
C -2.7116 -0.2430 -1.2058 0.0 -0.1 0.0
C -2.7043 0.9074 -0.2258 0.1 0.3 0.0
O -3.6396 1.6530 -0.0603 0.0 -0.1 0.0
N -1.4967 1.0009 0.4164 -0.1 -0.1 0.0
C -1.4075 2.0420 1.4240 -0.1 0.0 0.0
C -0.0232 1.9711 1.9971 0.4 -0.4 0.1
O 0.5641 2.8144 2.5954 0.0 0.0 0.0
O 0.5789 0.7561 1.7159 -0.2 0.4 -0.2
H -1.3919 -1.8285 -1.5024 -0.1 0.0 0.0
H -2.0033 -1.7490 0.0011 -0.1 -0.1 -0.1
H -3.6902 -0.7151 -1.2410 0.0 0.0 0.0
H -2.4609 0.1229 -2.2017 0.0 0.0 0.0
H -2.1442 1.9099 2.2214 0.0 0.0 0.0
H -1.5727 3.0341 1.0020 0.0 0.0 0.0
Cl 2.8137 0.1312 -0.0198 0.2 0.0 0.0
C 2.6398 1.9093 -0.0869 -0.1 -0.1 -0.1
Cl 1.1414 2.2578 -0.9782 0.1 0.2 -0.1
H 3.4840 2.3148 -0.6291 0.0 0.1 0.0
H 2.5278 2.2739 0.9290 0.0 0.0 0.0
C 2.5007 -3.7875 3.5159 0.0 0.0 0.0
C 3.0843 -3.9721 2.2673 0.0 0.0 0.0
C 2.4996 -3.4311 1.1346 0.0 -0.1 0.1
C 1.3134 -2.7126 1.2542 0.0 0.2 -0.3
C 0.7183 -2.5378 2.4934 0.0 0.0 0.2
C 1.3208 -3.0700 3.6269 0.0 0.0 0.0
N 0.7407 -2.0939 0.0876 0.1 -0.1 0.0
C 0.6090 -2.8840 -1.0936 0.0 0.0 0.3
C 0.1678 -4.2061 -1.0355 -0.1 0.0 -0.1
C -0.0464 -4.9042 -2.2114 0.0 0.0 0.0
C 0.1591 -4.2946 -3.4470 0.0 0.0 0.0
C 0.6122 -2.9874 -3.5050 0.0 0.0 0.0
C 0.8606 -2.2878 -2.3269 0.0 0.0 -0.2
H 2.9654 -4.2062 4.3980 0.0 0.0 0.0
H 4.0035 -4.5351 2.1755 0.0 0.0 0.0
H 2.9563 -3.5682 0.1621 0.0 0.0 0.0
H -0.2160 -1.9963 2.5881 0.0 0.0 -0.1
H 0.8568 -2.9295 4.5937 0.0 0.0 0.0
H -0.0080 -4.6735 -0.0749 0.0 0.0 0.0
H -0.3854 -5.9307 -2.1654 0.0 0.0 0.0
H -0.0173 -4.8499 -4.3580 0.0 0.0 0.0
H 0.8046 -2.5172 -4.4601 0.0 0.0 0.0
H 1.2987 -1.2945 -2.3743 0.0 0.0 0.1